Below is a single C3H4P2 molecule in a non-equilibrium geometry, with properties calculated with wB97M-V/def2-TZVPD.

Summary:
HOMO-LUMO gap (alpha / beta) = 7.235 / 6.899 eV

Positions of all 9 atoms, in Å:
C1 -2.2951 0.4903 0.3953
C2 -1.4196 0.0681 -0.4441
P1 0.1851 -0.4345 0.0715
C3 1.6788 -0.0749 -0.6485
P2 3.0932 0.4100 0.0808
H1 -3.3005 0.8324 0.0940
H2 -2.3001 0.3967 1.4257
H3 0.3492 -1.9586 0.0545
H4 4.0090 0.2705 -1.0292

Want to see where the charge sits? The Mulliken charges in e are: atom 1 (C): -0.54, atom 2 (C): -0.04, atom 3 (P): 0.07, atom 4 (C): -0.05, atom 5 (P): -0.07, atom 6 (H): 0.23, atom 7 (H): 0.27, atom 8 (H): 0.10, atom 9 (H): 0.03

=====

Below is a single C3H4S molecule in a non-equilibrium geometry, with properties calculated with wB97M-V/def2-TZVPD.

Summary:
HOMO-LUMO gap = 7.774 eV

Positions of all 8 atoms, in Å:
C1 -0.6238 -0.0755 0.0436
C2 0.4443 0.7062 0.0192
C3 1.8293 -0.0765 -0.0602
S1 3.6035 0.0919 -0.0177
H1 -1.5102 0.4964 0.2893
H2 -0.8083 -1.1307 -0.0400
H3 0.3665 1.7129 0.1067
H4 1.4615 -1.0779 -0.0454

Want to see where the charge sits? The Mulliken charges in e are: atom 1 (C): -0.65, atom 2 (C): 0.06, atom 3 (C): -0.37, atom 4 (S): -0.18, atom 5 (H): 0.22, atom 6 (H): 0.27, atom 7 (H): 0.41, atom 8 (H): 0.23